Density functional theory data (ωB97M-V/def2-TZVPD) for 2 unconnected molecules or ions with the total composition C5H12BNO.

Computed properties:
- HOMO-LUMO gap: 9.5 eV
- Energy above the lowest of the compared OMol25 structures with the same formula, charge and spin: 523.6 kJ/mol
- HOMO energy: -9.05 eV
- LUMO level: 0.40 eV
- Spin multiplicity: 1
- Structure (SMILES): C=[NH+][O-].C=CB(C)C

```
20
Properties=species:S:1:pos:R:3:forces:R:3:nbo_charge:R:1
B 1.2346 0.4493 0.0490 0.85 -2.73 1.01 0.81
C -2.2945 -0.5148 -1.1302 3.21 -0.30 -0.40 -0.22
C -0.1499 -0.6967 1.8297 -2.48 4.10 -1.05 -0.26
C -0.0818 0.2726 0.8928 2.15 -0.93 -0.18 -0.54
C 2.2402 -0.8500 -0.1251 0.79 4.28 -0.10 -0.97
C 1.8071 1.7870 -0.4390 -2.80 2.27 -2.07 -1.01
N -3.4192 -0.6283 -0.5378 -0.59 1.62 -1.50 -0.01
O -4.0331 -1.5575 0.0026 0.09 -0.92 0.69 -0.50
H -1.9542 0.4907 -1.5662 -0.96 -1.74 0.82 0.20
H -1.5600 -1.3486 -1.0385 -0.77 0.76 -0.29 0.21
H 0.3940 -1.5212 1.7609 2.75 -3.32 -0.21 0.18
H -0.8515 -0.6782 2.6288 -0.67 0.08 0.49 0.19
H -0.6594 1.1368 0.8267 -1.64 1.17 0.77 0.20
H 3.0310 -0.8112 0.6668 -0.17 0.51 -0.83 0.24
H 2.6524 -0.6453 -1.1378 0.23 -0.87 0.66 0.23
H 1.8431 -1.7670 0.0434 -1.51 -2.88 -0.21 0.21
H 2.8060 1.8140 -0.7211 2.00 -0.39 -0.43 0.23
H 1.6587 2.6850 0.1682 -0.25 -0.24 0.36 0.25
H 1.2584 2.1534 -1.4449 0.83 -1.01 1.89 0.25
H -3.9218 0.2301 -0.7284 -1.06 0.55 0.57 0.33
```
Positions in Å, forces in eV/Å.

=====

Density functional theory data (ωB97M-V/def2-TZVPD) for a molecular structure, C23H22AsMgN14O.

Computed properties:
- HOMO-LUMO gap: 7.2 eV
- Total charge: -1
- HOMO energy: -5.00 eV
- LUMO level: 2.19 eV
- Spin multiplicity: 1

```
62
Properties=species:S:1:pos:R:3:forces:R:3:nbo_charge:R:1
Mg 0.2527 -0.8409 0.6106 -0.10 0.16 -0.11 1.76
C -1.8683 -4.7711 -0.2350 0.00 0.00 0.00 -0.28
C -2.6546 -4.5413 -1.3588 0.00 0.00 0.00 -0.17
C -2.7532 -3.2609 -1.8490 0.00 0.01 0.00 -0.25
C -2.0740 -2.2084 -1.2132 -0.01 -0.03 -0.02 0.38
N -1.2889 -2.4427 -0.1458 -0.01 0.00 -0.02 -0.55
C -1.2055 -3.6955 0.3179 0.01 0.00 0.01 0.05
N -2.2878 -0.9543 -1.7744 -0.01 0.03 0.01 -0.53
C -2.0110 0.1299 -1.1391 0.02 -0.02 0.00 0.46
N -1.4410 0.2711 0.0917 -0.03 -0.05 0.03 -0.77
C -1.5340 1.5628 0.4865 0.01 -0.01 0.00 0.47
N -1.2480 2.0754 1.6386 0.01 0.04 -0.03 -0.56
C -0.8537 1.2832 2.7106 0.00 -0.04 0.03 0.39
C -0.9460 1.9040 3.9677 -0.01 0.01 -0.04 -0.26
C -0.6071 1.2143 5.1076 0.00 -0.02 0.01 -0.17
C -0.1612 -0.0973 4.9909 0.00 0.01 0.00 -0.29
C -0.0742 -0.6413 3.7254 -0.02 0.01 -0.01 0.05
N -0.4132 0.0141 2.6064 0.04 0.00 0.06 -0.56
C -2.0909 2.3747 -0.6343 -0.05 -0.01 0.01 -0.09
C -2.3304 3.7268 -0.7736 -0.04 0.00 0.00 -0.19
C -2.8470 4.1669 -1.9896 0.01 0.00 0.02 -0.22
C -3.1238 3.2683 -3.0182 0.01 -0.01 0.00 -0.22
C -2.8980 1.9035 -2.8596 -0.01 0.01 -0.02 -0.19
C -2.3742 1.4800 -1.6558 0.01 0.00 0.01 -0.01
H -1.7476 -5.7574 0.1903 0.00 0.00 0.00 0.21
H -3.1779 -5.3553 -1.8459 0.00 0.00 0.00 0.21
H -3.3437 -3.0200 -2.7211 0.00 0.00 0.00 0.22
H -0.5527 -3.8348 1.1717 0.00 0.00 0.00 0.21
H -1.2959 2.9263 3.9947 0.00 0.00 0.01 0.22
H -0.6843 1.6906 6.0780 0.00 0.00 0.00 0.20
H 0.1320 -0.6842 5.8501 0.00 0.01 0.01 0.21
H 0.3181 -1.6418 3.5834 0.01 0.00 -0.01 0.24
H -2.1180 4.4110 0.0382 0.00 0.00 0.00 0.22
H -3.0375 5.2224 -2.1423 0.00 0.00 0.00 0.20
H -3.5200 3.6414 -3.9547 0.00 0.00 0.00 0.20
H -3.1098 1.1924 -3.6472 0.00 0.00 0.00 0.23
N 2.1094 -3.2416 -1.0697 0.06 0.03 -0.01 -0.61
C 1.7936 -2.1235 -1.8223 0.03 -0.01 0.01 0.43
N 2.2084 -1.9587 -3.0714 -0.06 -0.01 -0.03 -0.40
N 1.6532 -0.7920 -3.4477 -0.04 -0.05 -0.02 -0.14
N 0.9659 -0.2896 -2.4758 -0.24 0.00 0.03 -0.17
N 1.0289 -1.1187 -1.4101 -0.01 -0.01 0.03 -0.55
C 2.1530 -3.2692 0.3154 -0.10 -0.07 -0.02 0.44
N 2.8130 -4.2112 0.9711 0.13 0.09 0.00 -0.40
N 2.5791 -3.9369 2.2674 -0.15 -0.09 -0.02 -0.12
N 1.8109 -2.9105 2.3772 0.07 0.07 0.04 -0.16
N 1.5125 -2.4400 1.1386 0.07 -0.08 -0.01 -0.58
H 2.7668 -3.8648 -1.5089 -0.01 0.00 0.00 0.41
C 3.4832 2.8662 0.8895 -0.03 0.02 0.02 -1.00
As 2.3671 1.7275 -0.1901 0.15 -0.13 -0.05 2.02
C 3.5634 0.8034 -1.3749 0.11 0.10 0.05 -1.01
C 1.2105 2.8999 -1.1705 0.04 -0.06 0.00 -1.01
O 1.5458 0.7350 0.8426 -0.02 0.01 0.02 -1.24
H 4.0225 3.5830 0.2711 0.00 0.00 0.00 0.23
H 4.1869 2.2414 1.4369 -0.01 0.00 -0.01 0.25
H 2.8427 3.3887 1.5981 0.01 0.01 0.01 0.25
H 4.3706 1.4753 -1.6664 0.02 0.01 0.02 0.22
H 3.0271 0.4525 -2.2540 0.12 0.09 0.09 0.29
H 3.9663 -0.0454 -0.8235 0.00 0.01 0.01 0.26
H 1.8012 3.5921 -1.7707 -0.01 -0.03 -0.02 0.23
H 0.6064 3.4459 -0.4461 -0.01 -0.03 -0.04 0.25
H 0.5823 2.2793 -1.8086 0.00 0.03 -0.03 0.28
```
Positions in Å, forces in eV/Å.

=====

Density functional theory data (ωB97M-V/def2-TZVPD) for a molecular structure, As5F30Sr.

Computed properties:
- HOMO-LUMO gap: 12.4 eV
- Energy above the lowest of the compared OMol25 structures with the same formula, charge and spin: 0.0 kJ/mol
- Total charge: -3
- HOMO energy: -5.34 eV
- LUMO level: 7.02 eV
- Spin multiplicity: 1

```
36
Properties=species:S:1:pos:R:3:forces:R:3:nbo_charge:R:1
Sr 0.2225 -0.1238 0.1384 0.24 0.19 -0.38 1.91
As -4.1456 0.0804 -0.5212 0.73 -0.16 1.15 2.83
F -5.8462 0.1441 -0.8656 -0.10 -0.04 -0.05 -0.64
F -3.7937 -0.5024 -2.1107 -0.16 0.12 0.14 -0.62
F -2.3818 -0.0163 -0.1447 -0.59 0.16 -0.06 -0.68
F -4.4504 0.7078 1.1159 0.20 -0.64 -0.99 -0.63
F -4.3088 -1.5886 0.0480 0.00 1.00 -0.18 -0.63
F -3.9521 1.7298 -1.0508 0.01 -0.43 0.01 -0.63
As 0.1981 -2.2925 -2.6256 0.79 1.16 3.35 2.82
F 1.2294 -2.1487 -3.9548 0.02 0.12 -0.99 -0.61
F -1.1662 -2.8884 -3.4359 -0.54 0.07 -0.72 -0.62
F -0.6175 -2.3858 -1.0289 0.02 0.43 -0.64 -0.66
F 1.6337 -1.6881 -1.5847 -1.73 -0.29 -1.02 -0.67
F -0.4326 -0.6213 -2.7579 0.83 -1.25 0.23 -0.63
F 0.6730 -3.9257 -2.3575 0.48 -0.24 -0.13 -0.63
As 2.0721 2.5077 -2.1058 -0.86 -3.35 2.62 2.81
F 1.6035 3.8796 -2.9880 -0.22 0.46 -0.14 -0.61
F 0.3634 2.1459 -1.5548 1.35 0.50 -0.57 -0.65
F 2.4427 0.9402 -1.1323 -0.32 1.76 -0.94 -0.66
F 3.7343 2.7012 -2.4900 0.12 0.03 -0.15 -0.62
F 2.3484 3.4418 -0.5656 -0.46 -0.89 -2.07 -0.62
F 1.8384 1.4372 -3.5469 0.21 1.39 1.47 -0.62
As 1.7741 -2.6333 2.3214 -0.69 2.10 -1.58 2.82
F 0.1153 -2.1086 1.8539 0.77 -0.32 0.15 -0.66
F 1.1539 -3.9334 3.2398 -0.08 -0.49 0.13 -0.62
F 3.4010 -2.9178 2.7450 0.53 -0.41 -0.16 -0.62
F 2.3025 -1.1738 1.2669 -0.57 -1.46 1.15 -0.67
F 1.6550 -1.6054 3.7442 -0.02 -0.32 -0.88 -0.62
F 1.8634 -3.6611 0.8784 0.03 0.86 1.30 -0.61
As 0.0283 2.3976 2.8201 2.23 -1.64 -1.24 2.83
F 0.8285 1.5041 4.1126 -0.76 0.16 -0.58 -0.63
F 1.2327 1.7290 1.6611 -0.56 -0.06 0.28 -0.67
F -0.6664 3.2803 1.5124 -0.05 0.02 0.07 -0.62
F -1.1593 2.9511 3.8629 -0.94 0.52 1.06 -0.62
F 1.1643 3.6670 3.1392 -0.41 0.38 0.10 -0.63
F -0.9578 0.9701 2.3616 0.49 0.53 0.24 -0.66
```
Positions in Å, forces in eV/Å.

=====

Density functional theory data (ωB97M-V/def2-TZVPD) for 2 unconnected molecules or ions with the total composition C2H10N2.

Computed properties:
- HOMO-LUMO gap: 10.0 eV
- Energy above the lowest of the compared OMol25 structures with the same formula, charge and spin: 29.3 kJ/mol
- HOMO energy: -8.97 eV
- LUMO level: 1.01 eV
- Spin multiplicity: 1
- Structure (SMILES): NCN.C

```
14
Properties=species:S:1:pos:R:3:forces:R:3:nbo_charge:R:1
C 0.0179 0.5215 4.6557 0.55 -0.18 -0.18 -0.85
H 0.4078 -0.3579 5.1550 -0.28 -0.28 0.19 0.21
H 0.6355 1.3374 5.0040 -0.11 0.44 0.12 0.21
H -1.0390 0.6868 4.8636 0.19 -0.06 -0.09 0.22
H 0.2338 0.3894 3.5956 -0.35 0.08 -0.04 0.21
N 0.0936 0.9371 -2.2869 0.19 0.42 0.26 -0.85
C -0.3395 -0.0971 -1.3632 0.50 -0.56 -0.78 -0.06
N 0.1230 -1.4668 -1.6039 0.08 -0.34 -0.28 -0.85
H 1.0339 1.2699 -2.1064 -0.08 -0.21 -0.12 0.35
H 0.0120 0.6619 -3.2539 -0.02 -0.04 -0.06 0.35
H 0.0763 0.1314 -0.3868 -0.60 0.37 0.26 0.18
H -1.4324 -0.1079 -1.4065 0.15 0.00 0.44 0.17
H 0.1080 -1.7414 -2.5847 -0.27 0.20 0.19 0.35
H 1.0773 -1.6103 -1.3015 0.05 0.16 0.09 0.35
```
Positions in Å, forces in eV/Å.

=====

Density functional theory data (ωB97M-V/def2-TZVPD) for a gas-phase ion, C2H3N4OS (charge -1).

Computed properties:
- HOMO-LUMO gap: 7.5 eV
- Energy above the lowest of the compared OMol25 structures with the same formula, charge and spin: 42.0 kJ/mol
- Total charge: -1
- HOMO energy: -4.09 eV
- LUMO level: 3.39 eV
- Spin multiplicity: 1
- Structure (SMILES): CSn1nnnc1[O-]

```
11
Properties=species:S:1:pos:R:3:forces:R:3:nbo_charge:R:1
C 1.3816 -1.2849 0.2959 -0.71 -0.15 0.88 0.65
C -1.1938 1.8090 0.3544 1.05 -0.12 0.23 -0.75
N 0.0899 -0.6723 -0.0340 1.12 0.51 0.71 -0.49
N -0.3544 -1.3469 -1.1262 -2.16 -0.55 -0.92 -0.15
N 0.4388 -2.2844 -1.3757 1.12 0.57 -0.46 -0.06
N 1.5791 -2.1762 -0.6468 0.46 -2.13 -0.46 -0.50
O 1.9959 -1.0450 1.3217 0.51 0.57 0.29 -0.70
S 0.3912 0.9527 -0.3052 -1.90 1.56 -0.31 0.36
H -1.4471 2.7076 -0.2254 0.47 -0.26 -0.07 0.20
H -0.7342 2.1056 1.3068 -1.19 0.12 0.09 0.21
H -2.1470 1.2350 0.4345 1.22 -0.11 0.02 0.23
```
Positions in Å, forces in eV/Å.

=====

Density functional theory data (ωB97M-V/def2-TZVPD) for C3H7NS in the gas phase.

Computed properties:
- HOMO-LUMO gap: 9.8 eV
- Energy above the lowest of the compared OMol25 structures with the same formula, charge and spin: 113.1 kJ/mol
- HOMO energy: -8.91 eV
- LUMO level: 0.93 eV
- Spin multiplicity: 1
- Structure (SMILES): N[C@H]1C[C@H]1S

```
12
Properties=species:S:1:pos:R:3:forces:R:3:nbo_charge:R:1
C 0.3071 -0.4669 0.6677 0.86 1.76 1.00 -0.07
C -1.1156 -0.1046 0.3877 0.07 -1.01 0.08 -0.43
C -0.1156 -0.5499 -0.7076 -1.90 -1.08 -2.57 -0.39
H 2.1553 0.4545 0.9307 1.25 -0.52 -0.59 0.36
H 0.8836 1.4894 0.9069 0.58 -1.49 0.40 0.36
H 0.5035 -1.3409 1.1815 -0.03 -2.06 0.68 0.21
H -1.8670 -0.8249 0.7250 0.29 0.18 -0.30 0.22
H -1.4561 0.9225 0.4783 0.40 -0.02 -0.32 0.22
H -0.2431 -1.5407 -1.2303 -0.04 0.96 1.14 0.23
H -0.6946 0.8077 -2.5995 -0.16 -0.14 0.13 0.13
N 1.2052 0.5206 1.1691 -1.93 2.85 0.38 -0.83
S 0.4374 0.6333 -1.9096 0.61 0.57 -0.03 -0.02
```
Positions in Å, forces in eV/Å.